Entry 1:
Entry from OMol25: C13H4BeCl5NO7 as an isolated structure in a non-equilibrium geometry (the ωB97M-V functional and the def2-TZVPD basis).

XYZ file:
```
31
C13H4BeCl5NO7 (the ωB97M-V functional and the def2-TZVPD basis)
Be 0.05 -0.05 -0.61
Cl 4.40 0.02 0.33
C 3.28 0.02 1.65
C 3.78 0.00 2.94
C 2.91 0.00 4.00
Cl 3.58 -0.01 5.62
C 1.52 0.00 3.81
C 0.57 0.00 4.85
C -0.77 0.00 4.55
C -1.15 0.00 3.20
N -0.28 0.02 2.23
C 1.02 0.02 2.48
C 1.90 0.02 1.33
O 1.49 0.01 0.13
H 4.85 0.00 3.09
H 0.90 0.00 5.88
H -1.52 -0.01 5.33
H -2.19 0.00 2.89
O -3.18 -1.37 0.13
C -2.15 -0.74 -0.08
O -0.99 -1.25 -0.27
C -2.11 0.80 -0.14
O -3.09 1.51 0.08
O -0.94 1.24 -0.43
Cl 1.25 1.58 -4.60
C 0.02 0.32 -4.52
Cl -1.56 1.06 -4.23
Cl -0.01 -0.50 -6.08
C 0.33 -0.71 -3.31
O 0.38 -1.87 -3.63
O 0.46 -0.10 -2.24
```

HOMO-LUMO gap ... 6.6 eV
Net charge ... -2
E_tot ... -92390.8851 eV
Maximum force ... 1.15 eV Å⁻¹



Entry 2:
Entry from OMol25: a 12-piece molecular cluster, C13H50N22O12 overall in a non-equilibrium geometry (the ωB97M-V functional and the def2-TZVPD basis).

XYZ file:
```
97
C13H50N22O12 (the ωB97M-V functional and the def2-TZVPD basis)
N 2.73 -0.89 4.47
C 1.47 -0.47 4.13
N 1.48 0.88 3.86
O 0.49 -1.16 4.01
H 2.74 -1.89 4.40
H 3.64 -0.58 4.10
H 0.61 1.35 3.62
H 2.27 1.40 4.16
N 6.56 1.92 1.94
C 5.37 1.39 2.27
N 4.27 1.78 1.55
O 5.25 0.55 3.15
H 6.64 2.80 1.50
H 7.11 1.89 2.78
H 3.34 1.40 1.82
H 4.21 2.65 1.02
N -0.17 4.87 2.05
C 0.36 3.75 1.47
N -0.08 3.54 0.22
O 1.23 3.05 2.03
H 0.31 5.23 2.87
H -0.65 5.48 1.41
H -0.84 4.00 -0.25
H 0.11 2.61 -0.16
N 1.15 -4.31 0.22
C 1.74 -4.74 -0.93
N 0.80 -4.97 -1.93
O 2.96 -4.78 -1.17
H 0.16 -4.40 0.37
H 1.81 -4.45 0.97
H -0.21 -4.78 -1.72
H 1.14 -5.14 -2.86
N 1.33 -1.77 -3.72
C 0.71 -0.59 -3.35
N 1.35 0.59 -3.27
O -0.50 -0.66 -3.05
H 0.81 -2.61 -3.44
H 2.30 -1.92 -3.48
H 2.34 0.64 -3.40
H 0.89 1.34 -2.75
N 6.07 0.40 -2.19
C 5.11 -0.53 -2.32
N 5.22 -1.66 -1.57
O 4.19 -0.32 -3.16
H 6.67 0.27 -1.39
H 6.07 1.23 -2.82
H 5.91 -1.93 -0.91
H 4.43 -2.31 -1.68
N -2.03 -1.44 2.76
C -2.90 -1.09 3.80
N -2.52 -1.81 4.93
O -3.81 -0.29 3.65
H -1.10 -1.63 2.94
H -2.08 -0.86 1.90
H -1.50 -2.04 4.95
H -2.74 -1.28 5.76
N -1.31 4.72 -3.87
C -1.03 3.75 -2.97
N -2.01 3.63 -1.92
O -0.12 2.99 -3.00
H -1.96 5.44 -3.59
H -0.59 4.96 -4.52
H -2.05 2.69 -1.62
H -2.88 4.03 -2.08
N -3.04 -2.43 -0.67
C -2.72 -3.67 -0.15
N -3.28 -3.94 1.03
O -2.03 -4.44 -0.74
H -2.42 -2.28 -1.48
H -3.05 -1.66 -0.04
H -3.19 -4.84 1.49
H -4.02 -3.41 1.47
N -6.14 0.69 1.93
C -5.50 0.70 0.74
N -4.16 0.59 0.78
O -6.13 0.86 -0.35
H -5.75 0.17 2.67
H -7.16 0.53 1.84
H -3.63 0.81 -0.07
H -3.78 0.54 1.74
N -4.69 0.24 -2.79
C -3.42 0.66 -2.77
N -2.89 0.80 -4.00
O -2.80 0.83 -1.65
H -5.39 0.42 -2.06
H -5.01 0.26 -3.80
H -1.89 0.71 -4.07
H -3.41 0.85 -4.85
C 1.49 0.07 0.13
C 0.26 -0.87 -0.02
O -0.93 -0.03 0.02
H 2.42 -0.50 0.44
H 1.24 0.74 1.00
H 1.70 0.67 -0.71
H 0.14 -1.68 0.75
H 0.31 -1.32 -1.04
H -1.39 -0.02 -0.80
```

HOMO-LUMO gap ... 9.6 eV
E_tot ... -71656.8452 eV
SMILES ... NC(N)=O.NC(N)=O.NC(N)=O.NC(N)=O.NC(N)=O.NC(N)=O.NC(N)=O.NC(N)=O.NC(N)=O.NC(N)=O.NC(N)=O.CCO
Energy relative to the best compared isomer or geometry (same formula, charge and spin) ... 0.000 eV
Maximum force ... 4.22 eV Å⁻¹